The following is a DFT calculation (ωB97M-V/def2-TZVPD) of an isolated molecule of C2HClF2O2 in a non-equilibrium geometry.

The highest occupied orbital energy is -9.60 eV. Its SMILES is OOC(Cl)=C(F)F. As for the charge: 0. The value obtained for the energy relative to the best compared isomer or geometry (same formula, charge and spin) is 478.4 kJ/mol. Its orbital gap is 10.2 eV. The value obtained for the largest force on an atom is 0.0748 Eh/bohr.

Atoms and positions in Å:
O 1.2877 -1.1324 -0.5147
O 1.2829 0.2558 -0.0835
C -0.1645 0.8069 -0.0431
Cl -0.2680 2.2461 -0.9435
C -1.1451 0.0163 0.3992
F -2.3851 0.3724 0.5697
F -0.8088 -1.1536 0.9550
H 2.2011 -1.4115 -0.3391

Which charges does natural (NBO) predict for the atoms? In e, they are: atom 1 (O): -0.45, atom 2 (O): -0.27, atom 3 (C): 0.03, atom 4 (Cl): 0.08, atom 5 (C): 0.69, atom 6 (F): -0.27, atom 7 (F): -0.28, atom 8 (H): 0.47